Entry 1:
12
Properties=species:S:1:pos:R:3:mulliken_charge:R:1 method="wB97M-V/def2-TZVPD" relative_energy_ev=2.067 smiles="O=C(CO)C(=S)C=S" max_force_ev_per_a=3.0
O 1.623 1.478 -0.338 -0.492
O 0.140 -1.582 0.638 -0.441
H 1.619 -1.515 -0.643 0.271
H 2.053 -0.912 0.944 0.296
C -0.611 0.659 -0.896 0.332
C -1.627 1.004 0.134 -0.204
H -0.292 -0.989 1.370 0.262
C 0.879 0.550 -0.385 0.447
S -1.448 0.981 1.773 -0.221
H -2.574 1.286 -0.463 0.281
S -1.019 -0.069 -2.295 -0.123
C 1.257 -0.890 0.161 -0.406


Entry 2:
33
Properties=species:S:1:pos:R:3:mulliken_charge:R:1 method="wB97M-V/def2-TZVPD" relative_energy_ev=0.853 smiles="C=CC[Si](OCC)(OCC)OCC" max_force_ev_per_a=4.4
H 2.112 2.861 2.663 0.398
H -1.436 -1.440 2.229 0.257
H 2.333 1.520 -3.544 0.296
H 0.679 2.042 0.775 0.255
H -3.376 -0.167 -1.034 0.214
H 1.856 -0.009 -0.079 0.457
O -1.648 1.020 -0.683 -0.418
H 1.017 -1.774 2.050 0.110
H 3.160 0.469 -2.247 0.256
H 1.104 -1.227 -1.129 0.377
H 0.487 -3.488 2.475 0.359
C 1.124 0.720 -1.938 -0.165
H 1.346 1.828 3.848 0.322
Si -0.585 0.080 0.190 0.259
H 0.267 1.263 -2.230 0.451
H 2.281 1.148 2.635 0.303
H -2.426 -0.571 -3.408 0.537
H 0.784 -2.931 0.789 0.234
H -1.479 -1.222 -2.157 0.227
C 2.222 0.861 -2.677 -1.001
C 1.575 1.959 2.774 -1.371
H -1.853 -2.970 1.510 0.347
O -1.145 -1.448 0.214 -0.190
C -1.083 -2.161 1.497 -0.243
H -0.932 0.213 -2.998 0.193
O -0.169 0.529 1.723 -0.447
H -3.152 1.282 -1.912 0.331
C 0.431 1.824 1.831 -0.188
H -0.368 2.495 2.063 0.350
C 0.323 -2.648 1.754 -0.866
C 0.987 -0.172 -0.748 -0.440
C -2.589 0.434 -1.592 -0.144
C -1.845 -0.321 -2.643 -1.063


Entry 3:
14
Properties=species:S:1:pos:R:3:mulliken_charge:R:1 method="wB97M-V/def2-TZVPD" relative_energy_ev=3.115 max_force_ev_per_a=3.9
C -0.379 -0.698 1.836 -1.123
C -1.035 -0.667 -0.885 -0.016
S 1.433 0.774 0.092 -0.017
H -0.086 0.014 2.696 0.309
C 1.359 0.163 -1.638 -0.760
H -0.882 1.964 0.085 0.377
C -0.241 0.221 0.643 0.576
H 0.244 -1.602 1.667 0.298
H 0.992 -0.826 -1.523 0.311
H 0.584 0.775 -2.148 0.284
N -1.754 -0.868 -1.762 -0.486
H 2.282 0.484 -2.093 0.346
O -1.134 1.240 0.687 -0.420
H -1.384 -0.973 2.342 0.321


Entry 4:
11
Properties=species:S:1:pos:R:3:mulliken_charge:R:1 method="wB97M-V/def2-TZVPD" relative_energy_ev=7.460 max_force_ev_per_a=1.5
H -0.919 -1.240 -1.250 0.357
C -1.609 0.101 0.361 -0.481
C -0.555 -0.742 -0.343 0.221
N 3.510 -1.086 0.247 0.150
O 2.563 -0.735 -0.258 -0.041
H -2.614 0.019 -0.032 0.238
O 0.480 -1.209 0.261 -0.467
N 1.100 2.299 0.181 -0.451
C 0.256 1.564 -0.085 0.473
N -0.688 0.758 -0.509 -0.303
H -1.524 0.271 1.427 0.305


Entry 5:
14
Properties=species:S:1:pos:R:3:mulliken_charge:R:1 method="wB97M-V/def2-TZVPD" relative_energy_ev=0.813 smiles=CCC(O)(O)S max_force_ev_per_a=2.3
H -1.254 -1.148 1.379 0.289
O 0.076 -1.273 -0.960 -0.550
H -0.139 1.595 0.620 0.315
O 1.691 -0.007 -0.346 -0.547
C 0.356 0.046 -0.715 0.466
C -0.581 0.654 0.322 -0.267
H 2.084 0.886 -0.283 0.379
H 0.293 -0.268 -3.179 0.150
S 0.292 0.825 -2.341 -0.300
C -0.765 -0.191 1.613 -1.249
H -1.562 0.756 -0.072 0.298
H 0.193 -0.444 2.014 0.341
H -1.367 0.352 2.368 0.344
H 0.682 -1.782 -0.420 0.330


Entry 6:
19
Properties=species:S:1:pos:R:3:mulliken_charge:R:1 method="wB97M-V/def2-TZVPD" relative_energy_ev=0.512 smiles=C[C@H]1[C@H]2CCC[C@@H]12 max_force_ev_per_a=0.2
C -1.256 0.104 -0.930 -0.699
H -1.826 0.386 1.172 0.323
C 0.513 -1.703 1.007 -1.392
H 2.011 1.075 -0.681 0.368
H 0.730 -2.011 2.037 0.371
H -1.377 -0.976 -0.799 0.227
H 2.069 -0.224 1.284 0.433
H 0.398 -0.347 -2.341 0.349
H 0.929 -2.467 0.340 0.258
H -0.575 -1.715 0.902 0.314
C -1.181 0.853 0.419 -0.895
H -2.116 0.442 -1.515 0.413
H -1.555 1.874 0.262 0.387
C 0.097 0.400 -1.597 -0.728
C 1.109 -0.326 0.777 0.093
H 0.043 1.369 -2.113 0.328
H 0.612 1.759 1.433 0.359
C 1.078 0.566 -0.448 -0.285
C 0.296 0.941 0.790 -0.223


Please write out number 5 again, unchanged.
14
Properties=species:S:1:pos:R:3:mulliken_charge:R:1 method="wB97M-V/def2-TZVPD" relative_energy_ev=0.813 smiles=CCC(O)(O)S max_force_ev_per_a=2.3
H -1.254 -1.148 1.379 0.289
O 0.076 -1.273 -0.960 -0.550
H -0.139 1.595 0.620 0.315
O 1.691 -0.007 -0.346 -0.547
C 0.356 0.046 -0.715 0.466
C -0.581 0.654 0.322 -0.267
H 2.084 0.886 -0.283 0.379
H 0.293 -0.268 -3.179 0.150
S 0.292 0.825 -2.341 -0.300
C -0.765 -0.191 1.613 -1.249
H -1.562 0.756 -0.072 0.298
H 0.193 -0.444 2.014 0.341
H -1.367 0.352 2.368 0.344
H 0.682 -1.782 -0.420 0.330